No. 1
90
Properties=species:S:1:pos:R:3 method="wB97M-V/def2-TZVPD" fmax_ha_per_bohr=0.015 charge=+1 relative_energy_kcal_mol=20.2 s2=6.05 energy_ha=-8293.4267 gap_ev="7.0 / 4.2" multiplicity=5 homo_ev="-10.26 / -10.40" e_lumo_ev="-3.25 / -6.17"
As 0.509 2.155 -0.120
As 0.336 -0.719 -1.395
Cr -0.286 -1.673 2.559
S -1.398 -3.997 6.338
F 1.195 1.840 4.323
F -1.489 -5.234 -0.050
F 0.620 -0.446 4.278
F -1.756 -4.768 2.196
O -1.923 -3.062 0.550
O 0.268 -4.240 1.048
O -0.706 1.155 3.178
O 1.635 0.542 2.429
N 0.763 -3.140 1.591
N -1.803 -1.993 1.344
N -1.102 -2.643 3.941
N 1.431 -0.730 1.989
N -1.282 0.058 2.674
C -0.167 -3.416 -2.199
C -1.583 4.219 -3.160
C 0.835 -2.461 -2.034
C 1.482 -5.009 -2.916
C 0.161 -4.688 -2.640
C -0.772 5.322 -3.371
C 1.043 3.332 1.292
C -3.459 0.104 -4.047
C -4.103 -1.477 0.807
C 1.736 5.161 3.251
C 3.841 -1.163 2.102
C 0.726 4.560 -1.652
C -3.272 1.335 2.129
C 2.021 -2.915 1.454
C -1.237 3.273 -2.201
C 2.711 4.353 2.683
C 0.381 5.494 -2.615
C -2.787 -1.171 1.428
C -2.442 0.101 2.142
C 2.485 -4.064 -2.737
C -0.080 3.438 -1.453
C -2.264 -0.274 -4.652
C -1.224 -3.228 4.968
C 0.066 4.148 1.857
C -1.203 -0.358 -2.496
C 2.366 3.428 1.710
C 2.143 1.463 -0.930
C -1.141 -0.522 -3.879
C 2.423 -1.536 1.868
C -2.396 0.019 -1.897
C 1.766 0.488 -2.033
C -3.528 0.245 -2.669
C 0.414 5.057 2.841
C 2.167 -2.795 -2.277
C 2.974 -3.907 0.894
B -1.263 -4.384 0.993
B 0.703 0.814 3.610
H -0.964 4.083 1.526
H 2.008 5.871 4.021
H 1.009 6.362 -2.769
H -2.213 -0.387 -5.727
H 3.740 4.434 3.007
H 1.612 4.717 -1.047
H 1.365 0.992 -2.914
H 1.734 -6.003 -3.263
H -4.458 0.537 -2.198
H -0.345 5.688 3.285
H 3.883 -3.432 0.531
H -2.865 2.044 1.402
H 3.896 -0.236 2.664
H -4.307 1.130 1.873
H -4.508 -2.372 1.286
H 3.245 -4.629 1.669
H 2.497 -4.462 0.088
H -1.198 -3.178 -1.967
H 3.516 -4.317 -2.949
H -2.433 0.163 -0.823
H -2.488 4.088 -3.739
H -0.224 -0.851 -4.354
H 2.964 -2.077 -2.128
H 3.131 2.786 1.290
H 4.354 -1.961 2.639
H -0.618 -5.431 -2.749
H -1.874 2.419 -2.048
H -3.227 1.815 3.106
H -1.041 6.057 -4.118
H 2.616 -0.112 -2.349
H -4.811 -0.662 0.917
H -4.337 0.281 -4.654
H 2.704 2.319 -1.310
H -3.979 -1.719 -0.248
H 2.722 0.980 -0.142
H 4.359 -1.030 1.148

No. 2
83
Properties=species:S:1:pos:R:3 method="wB97M-V/def2-TZVPD" fmax_ha_per_bohr=0.073 relative_energy_kcal_mol=20.1 s2=6.05 energy_ha=-10532.9705 gap_ev="7.8 / 7.7" multiplicity=5 homo_ev="-7.39 / -7.45" e_lumo_ev="0.37 / 0.28"
Br 9.348 5.830 17.133
Se 9.608 12.064 17.830
Se 12.357 9.789 17.389
Cr 10.353 10.831 15.803
P 11.611 11.507 18.375
O 7.959 13.089 15.129
O 11.773 12.872 15.314
O 8.716 11.733 13.416
N 10.599 9.447 14.089
N 11.712 12.227 13.207
N 8.896 8.252 18.523
C 11.551 11.246 20.188
C 8.842 7.165 21.034
C 7.494 13.578 13.944
C 9.055 6.987 18.675
C 7.896 13.130 11.556
C 9.617 7.768 12.751
C 11.452 9.801 13.160
C 7.910 12.765 12.890
C 8.702 9.075 19.540
C 14.689 14.951 18.105
C 12.411 14.170 17.694
C 11.065 12.215 21.067
C 9.721 8.462 13.948
C 13.410 15.127 17.653
C 8.126 15.184 9.267
C 8.638 8.510 20.783
C 6.788 14.602 9.824
C 11.396 9.135 11.913
C 5.703 15.679 9.734
C 14.991 13.687 18.629
C 12.322 10.955 13.461
C 10.429 8.190 11.680
C 8.923 6.318 19.928
C 6.766 14.695 13.684
C 10.925 14.422 13.648
C 14.016 12.708 18.772
C 6.292 13.320 9.049
C 6.651 15.022 12.314
C 11.075 12.030 22.471
C 12.720 12.932 18.255
C 11.518 13.134 14.159
C 11.878 9.963 20.732
C 11.606 10.893 22.979
C 7.143 14.214 11.248
C 12.028 9.872 22.125
B 8.731 11.890 14.815
H 8.947 5.238 19.963
H 8.364 16.047 9.900
H 10.422 7.622 10.742
H 13.254 10.908 12.863
H 8.925 14.379 9.365
H 11.635 10.797 24.027
H 15.517 15.623 18.093
H 8.343 12.590 10.744
H 11.471 14.435 17.244
H 13.195 16.047 17.119
H 11.654 15.053 13.106
H 5.987 16.645 10.116
H 8.437 9.260 21.615
H 10.596 14.988 14.539
H 9.041 8.243 14.815
H 6.552 15.483 14.379
H 14.308 11.739 19.120
H 10.731 13.164 20.629
H 8.135 15.503 8.196
H 12.084 9.400 11.119
H 8.795 6.748 21.999
H 5.344 12.980 9.515
H 7.008 12.529 9.126
H 12.638 10.983 14.509
H 4.762 15.356 10.243
H 5.303 15.825 8.753
H 10.654 12.821 23.040
H 10.083 14.316 12.974
H 8.882 6.954 12.619
H 8.574 10.114 19.281
H 6.042 13.618 7.981
H 6.175 15.968 12.025
H 11.240 12.422 12.353
H 12.199 9.157 20.072
H 12.502 9.013 22.607
H 16.016 13.394 18.872

No. 3
107
Properties=species:S:1:pos:R:3 method="wB97M-V/def2-TZVPD" fmax_ha_per_bohr=0.037 charge=+1 energy_ha=-4927.1719 gap_ev=7.1 multiplicity=1 homo_ev=-11.43 e_lumo_ev=-4.30
S -7.351 1.773 1.065
P -2.283 2.273 1.992
P -3.442 -1.670 -1.230
F -8.535 -1.901 -0.546
F -7.126 -1.584 1.660
F -6.130 -0.890 -2.445
F -7.037 -3.092 -1.492
F -7.375 -3.637 1.085
F -7.567 0.147 -1.316
F -5.448 -2.718 0.880
O -4.422 -2.628 -1.687
O -2.708 3.520 1.385
O -2.394 -2.303 -0.231
O 2.352 -1.778 1.750
O 10.024 0.978 -6.734
O -7.692 -10.279 4.236
O -3.018 1.904 3.345
O 5.105 2.828 -1.314
O -9.589 -9.884 5.177
O -6.968 2.265 2.348
O -2.638 -1.000 -2.404
O 11.665 1.474 -5.441
O 0.785 -0.157 1.786
O 0.565 3.688 6.215
O 4.592 0.940 -2.203
O -0.737 2.211 2.316
O -8.463 0.881 1.024
O -0.943 4.531 4.934
N 0.168 4.536 5.443
N -5.567 -0.087 -0.381
N -2.444 0.914 0.886
N 11.024 0.684 -6.103
N 5.263 1.960 -2.150
N -4.183 -0.355 -0.326
N -4.702 1.356 1.027
N -8.632 -9.559 4.507
C -3.697 0.620 0.528
C -1.184 0.287 0.418
C -6.593 -0.749 -1.221
C -6.761 -2.507 0.782
C 1.837 -0.859 1.174
C 11.475 -0.715 -6.137
C -8.604 -8.179 3.982
C 3.192 6.701 5.322
C 6.320 2.144 -3.150
C 6.501 1.175 -4.121
C 12.299 -3.331 -6.174
C -9.641 -7.322 4.301
C 1.480 7.673 3.931
C -5.798 0.917 0.484
C 11.192 -2.945 -6.918
C 12.585 -1.075 -5.396
C 2.347 5.651 5.641
C -0.498 -0.646 1.444
C -7.507 -6.486 2.721
C -7.216 -2.096 -0.651
C 10.770 -1.626 -6.903
C 12.995 -2.398 -5.417
C -8.533 -5.604 3.034
C 0.625 6.628 4.240
C 2.759 7.711 4.472
C 8.326 2.474 -5.002
C -7.526 3.131 -0.044
C 8.117 3.436 -4.019
C -9.599 -6.023 3.820
C 1.076 5.638 5.095
C 2.216 1.154 -0.384
C 2.218 -0.382 -0.203
C 7.109 3.279 -3.083
C -7.537 -7.787 3.197
C 7.513 1.348 -5.052
H 13.117 -0.338 -4.812
H 7.670 0.603 -5.818
H 1.146 8.461 3.270
H -8.508 -4.590 2.673
H 10.654 -3.673 -7.510
H 8.748 4.313 -3.981
H 9.114 2.615 -5.721
H -6.934 2.991 -0.949
H 5.867 0.302 -4.150
H -0.372 6.586 3.827
H 2.048 1.666 0.563
H -2.401 -0.068 -2.306
H 9.911 -1.312 -7.477
H -0.473 1.107 0.296
H 1.460 -0.810 -0.875
H -7.169 4.015 0.483
H -1.082 -0.702 2.369
H -6.745 -8.483 2.965
H -10.399 -5.337 4.062
H -0.366 -1.650 1.030
H 1.434 1.464 -1.081
H 3.170 -0.830 -0.481
H -3.006 0.968 3.585
H -2.598 -2.117 0.697
H 3.183 1.447 -0.790
H 3.421 8.532 4.232
H 13.858 -2.700 -4.841
H -6.677 -6.161 2.107
H -8.589 3.221 -0.263
H -10.463 -7.663 4.912
H 6.942 4.021 -2.317
H -1.256 -0.152 -0.571
H 4.189 6.732 5.740
H 12.621 -4.364 -6.185
H 2.669 4.861 6.303
H -0.595 2.463 3.246

No. 4
79
Properties=species:S:1:pos:R:3 method="wB97M-V/def2-TZVPD" fmax_ha_per_bohr=0.019 charge=+3 relative_energy_kcal_mol=0.0 s2=6.01 energy_ha=-2483.1243 gap_ev="7.7 / 6.1" multiplicity=5 homo_ev="-15.48 / -15.48" e_lumo_ev="-7.78 / -9.40"
Os -2.924 2.703 -0.913
I -3.164 4.227 1.467
Sb 2.238 -0.761 0.166
Sb -0.424 -1.743 -0.661
O -2.543 -1.519 -1.450
O -2.505 0.639 -0.998
N -4.905 2.073 -1.792
N -2.115 4.652 -1.140
C 6.989 -1.645 0.204
C 4.832 -1.957 -0.814
C 6.205 -2.154 -0.825
C 0.881 -6.371 -1.245
C 0.067 -3.753 -0.913
C 4.268 -1.229 0.232
C 0.147 -0.676 -2.402
C 1.962 0.563 1.776
C 1.219 -5.684 -0.083
C -3.113 -0.415 -1.383
C -2.319 5.391 -0.033
C -1.292 6.611 -2.210
C -2.730 -2.855 2.736
C 0.813 -4.371 0.094
C 0.126 -5.755 -2.231
C -0.287 -4.440 -2.072
C 5.037 -0.730 1.279
C -1.382 -1.636 1.180
C -1.588 -0.454 1.885
C -2.928 -1.689 3.461
C 6.411 -0.939 1.249
C 1.414 0.074 2.962
C 1.330 0.893 4.081
C 2.444 1.873 1.726
C -4.570 -0.386 -1.782
C -2.356 -0.492 3.038
C 0.843 0.663 -2.159
C -2.043 6.728 0.073
C -1.949 -2.840 1.586
C 2.359 2.688 2.847
C 2.233 0.517 -1.533
C -5.369 0.772 -1.226
C 1.802 2.197 4.023
C -1.600 5.267 -2.224
C -1.513 7.348 -1.057
H 0.942 1.149 -3.134
H 0.818 -1.389 -2.887
H 1.764 2.824 4.904
H -2.503 0.410 3.618
H -4.602 -0.406 -2.877
H 1.062 -3.855 1.014
H 4.589 -0.189 2.102
H -0.889 7.072 -3.101
H 0.912 0.507 5.002
H -5.269 0.817 -0.142
H 7.027 -0.550 2.049
H -3.185 -3.782 3.059
H -0.884 -3.971 -2.845
H 1.796 -6.175 0.690
H 0.215 1.318 -1.550
H 2.930 0.065 -2.242
H -3.529 -1.711 4.360
H 8.057 -1.815 0.198
H 4.225 -2.373 -1.610
H 1.204 -7.395 -1.377
H -2.236 7.275 0.985
H 1.061 -0.949 3.029
H -5.017 -1.323 -1.455
H -0.763 -0.581 -2.989
H -5.594 2.790 -1.567
H 2.653 1.479 -1.245
H -1.446 4.654 -3.100
H -4.892 2.023 -2.811
H 2.760 3.692 2.815
H 2.907 2.258 0.826
H -1.138 0.477 1.563
H -1.282 8.405 -1.029
H -1.789 -3.758 1.038
H -0.147 -6.297 -3.126
H 6.662 -2.708 -1.634
H -6.424 0.630 -1.455

No. 5
82
Properties=species:S:1:pos:R:3 method="wB97M-V/def2-TZVPD" fmax_ha_per_bohr=0.016 charge=+2 relative_energy_kcal_mol=2.9 s2=2.02 energy_ha=-2197.0957 gap_ev="5.3 / 5.3" multiplicity=3 homo_ev="-12.68 / -13.10" e_lumo_ev="-7.36 / -7.75"
Sb 1.136 1.427 -1.513
Mo -0.088 -0.544 0.209
O -2.127 2.912 1.531
O -1.342 -0.656 -3.639
N 1.712 -1.514 1.007
N -1.571 0.887 0.557
N 0.586 0.753 2.042
N -0.727 -1.893 1.776
N 0.121 -2.549 2.430
N 0.532 -2.348 -1.219
N -1.424 -0.722 -1.326
C -2.268 -2.004 3.661
C 0.432 -2.911 -3.553
C 1.688 -4.268 -2.057
C -4.926 0.385 -1.888
C 2.978 -1.369 0.608
C 1.907 1.481 3.912
C -4.400 -1.925 1.856
C -0.201 1.814 2.266
C 2.418 -3.185 2.583
C -3.570 -2.024 4.123
C -1.411 1.942 1.412
C 3.104 2.804 0.427
C -0.130 3.146 -1.513
C 3.729 -3.029 2.160
C 2.554 1.768 -4.248
C -0.969 -1.091 -2.577
C 1.630 0.607 2.880
C 1.098 2.591 4.105
C 0.078 -2.143 -2.462
C 3.033 2.272 -0.996
C 1.262 -4.002 -3.349
C 0.360 4.266 -2.422
C 1.377 1.038 -3.613
C -2.658 -0.036 -1.283
C -2.051 -1.928 2.285
C 1.320 -3.415 -1.031
C -3.736 -0.282 -2.126
C -5.031 1.271 -0.824
C -4.631 -1.989 3.224
C -3.961 1.511 0.023
C 4.013 -2.106 1.161
C 0.021 2.755 3.256
C -3.103 -1.876 1.377
C 1.440 -2.410 1.977
C -2.757 0.845 -0.215
H 3.187 3.073 -1.719
H 2.481 2.848 -4.128
H -3.651 -0.975 -2.948
H 3.509 1.445 -3.833
H 1.300 3.299 4.897
H 0.428 1.333 -4.063
H 0.026 -2.654 -4.521
H 3.158 -0.638 -0.170
H -5.229 -1.905 1.163
H -3.763 -2.065 5.186
H -1.114 2.784 -1.820
H -0.311 5.122 -2.351
H 3.814 1.534 -1.191
H 3.035 2.002 1.163
H 2.303 -5.128 -1.834
H 2.297 -0.223 2.729
H -5.646 -2.009 3.596
H 4.048 3.322 0.596
H -2.906 -1.837 0.315
H 5.022 -1.952 0.809
H -4.067 2.195 0.846
H -5.965 1.784 -0.644
H 0.382 3.957 -3.467
H 1.462 -0.040 -3.753
H -0.677 3.577 3.336
H -1.430 -2.025 4.343
H 4.520 -3.615 2.608
H -5.774 0.211 -2.535
H 1.549 -4.642 -4.171
H 2.577 1.561 -5.318
H 2.134 -3.879 3.361
H 1.357 4.614 -2.146
H 2.760 1.289 4.547
H 2.302 3.516 0.632
H -0.230 3.485 -0.480
H 1.665 -3.621 -0.029